{
  "formula": "C4H7NO",
  "method": "ωB97M-V with the def2-TZVPD basis set",
  "e_above_lowest_kcal_mol": 100.4,
  "charge": 0,
  "e_tot_ha": -286.4716,
  "gap_ev": 10.3,
  "symbols": ["O", "C", "C", "N", "C", "C", "H", "H", "H", "H", "H", "H", "H"],
  "coordinates": [[1.26505, -0.42792, 1.48887], [0.41706, -0.13688, 0.44011], [-0.55312, -1.03816, -0.33143], [-0.87364, 0.42502, -0.83575], [-0.80393, 0.77846, 0.60408], [0.64504, 0.58202, -0.88471], [1.88189, -1.11421, 1.21112], [-0.52977, -1.33436, -1.36423], [-1.23374, -1.60498, 0.32163], [-0.65970, 1.84382, 0.77238], [-1.68412, 0.37406, 1.11252], [1.16010, 0.03164, -1.68529], [0.96889, 1.62148, -0.84930]],
  "atomic_forces_ev_per_a": [[0.3, -0.3, -0.1], [-0.1, 0.1, 0.0], [-1.0, 0.7, -0.6], [-0.4, -0.2, 0.2], [-0.1, 0.5, 0.5], [0.1, 0.3, -0.2], [0.1, 0.0, 0.1], [1.5, -2.1, 0.0], [-0.4, 0.5, -0.6], [0.1, 0.1, 0.3], [0.3, 0.2, 0.3], [-0.3, 0.1, 0.2], [-0.1, 0.1, 0.0]]
}

***

{
  "formula": "C21H26N4O4",
  "method": "ωB97M-V with the def2-TZVPD basis set",
  "e_above_lowest_kcal_mol": 47.8,
  "smiles": "Cc1cc(-n2c(C)cc(C(=O)CN3C(=O)NC4(CCCCCC4)C3=O)c2C)no1",
  "charge": 0,
  "e_tot_ha": -1335.8496,
  "gap_ev": 9.0,
  "symbols": ["C", "C", "C", "C", "N", "C", "C", "C", "C", "C", "O", "C", "N", "C", "O", "N", "C", "C", "C", "C", "C", "C", "C", "C", "O", "C", "C", "N", "O", "H", "H", "H", "H", "H", "H", "H", "H", "H", "H", "H", "H", "H", "H", "H", "H", "H", "H", "H", "H", "H", "H", "H", "H", "H", "H"],
  "coordinates": [[-2.55257, 2.45225, -7.69952], [-2.09683, 1.84422, -6.42751], [-2.67733, 1.74733, -5.19588], [-1.70985, 1.04861, -4.42021], [-1.77994, 0.70042, -3.08354], [-2.92952, 0.33045, -2.39957], [-4.26489, 0.20060, -3.04244], [-2.58345, 0.07351, -1.11125], [-1.17811, 0.29144, -0.97919], [-0.38930, 0.16239, 0.22691], [0.80784, 0.35604, 0.30427], [-1.18089, -0.24538, 1.47797], [-0.28316, -0.30836, 2.59833], [0.01725, 0.81881, 3.37514], [-0.59651, 1.85429, 3.36219], [1.06030, 0.46860, 4.16170], [1.63721, -0.81247, 3.80448], [1.71352, -1.76274, 5.00600], [3.02865, -1.74988, 5.78577], [4.07691, -2.69467, 5.19912], [4.73531, -2.19042, 3.91840], [3.75810, -1.86762, 2.78969], [2.95774, -0.59147, 3.04300], [0.60644, -1.32288, 2.79639], [0.56419, -2.41440, 2.28677], [-0.71054, 0.66557, -2.23015], [0.66624, 1.00382, -2.65049], [-0.65695, 0.77061, -5.15382], [-0.89031, 1.25727, -6.39099], [-3.53819, 2.88821, -7.56996], [-2.59037, 1.69627, -8.48215], [-1.85318, 3.22445, -8.01548], [-3.62228, 2.13607, -4.88739], [-4.18173, -0.23083, -4.03853], [-4.76694, 1.16562, -3.12080], [-4.88719, -0.44858, -2.43192], [-3.25572, -0.24278, -0.34001], [-1.63142, -1.22841, 1.32458], [-1.94699, 0.50240, 1.69425], [1.55089, 1.15091, 4.71396], [1.52676, -2.77578, 4.64331], [0.88891, -1.49695, 5.67217], [3.42856, -0.73677, 5.84780], [2.81478, -2.07668, 6.80611], [3.60673, -3.66108, 5.00481], [4.86044, -2.85595, 5.94414], [5.43123, -2.95745, 3.57044], [5.32374, -1.29655, 4.14284], [3.07534, -2.70036, 2.62215], [4.33423, -1.72991, 1.87248], [3.56913, 0.12170, 3.60167], [2.69972, -0.12440, 2.08872], [1.05243, 0.24108, -3.32455], [0.68768, 1.95295, -3.18406], [1.29893, 1.06114, -1.77010]],
  "atomic_forces_ev_per_a": [[0.3, -0.1, 0.0], [-0.5, 0.0, 0.7], [0.4, 0.0, -0.5], [0.1, 0.3, -1.4], [0.2, -0.2, 0.5], [-0.5, -0.2, 0.3], [0.0, 0.1, 0.0], [0.1, 0.1, -0.3], [0.0, 0.2, -0.9], [0.0, 0.0, 0.2], [-0.1, 0.0, 0.1], [0.3, 0.0, 0.2], [-0.4, 0.1, -0.2], [-0.1, 0.0, 0.2], [-0.2, 0.4, -0.2], [0.2, 0.0, 0.2], [0.2, -0.2, 0.1], [0.0, 0.0, 0.0], [-0.1, -0.3, 0.0], [0.2, 0.3, 0.0], [-0.2, -0.3, 0.0], [0.2, 0.2, 0.1], [-0.1, -0.2, -0.2], [0.0, 0.0, 0.3], [0.1, -0.1, -0.2], [0.3, 0.0, 0.6], [0.3, 0.0, 0.1], [0.2, -0.7, 1.2], [-0.4, 0.4, -0.6], [0.0, 0.0, 0.0], [-0.1, 0.0, -0.1], [0.0, 0.1, 0.0], [-0.2, 0.1, 0.0], [-0.1, 0.0, 0.0], [-0.1, 0.0, -0.1], [0.0, 0.0, 0.0], [-0.2, -0.1, 0.1], [0.0, 0.1, 0.0], [0.0, -0.1, 0.0], [-0.1, 0.1, -0.1], [0.0, 0.0, 0.0], [0.0, -0.1, -0.1], [0.1, 0.1, 0.1], [0.0, 0.1, 0.0], [0.0, -0.1, 0.0], [0.0, -0.1, 0.0], [0.1, 0.0, 0.0], [0.1, 0.0, 0.0], [0.0, -0.1, -0.1], [-0.1, -0.1, 0.0], [0.0, 0.1, 0.0], [0.0, 0.1, 0.1], [0.1, 0.0, 0.0], [0.0, 0.0, -0.1], [0.0, 0.0, 0.0]]
}